Record 1
Molecular formula: C6H13N
Method: DFT, the ωB97M-V functional and the def2-TZVPD basis

- Maximum force: 1.94 eV/Å
- Gap between HOMO and LUMO: 10.04 eV
- Energy above the lowest of the compared OMol25 structures with the same formula, charge and spin: 30.2 kcal/mol
- Structure (SMILES): C/C=C/CCCN

```
20
Properties=species:S:1:pos:R:3:forces:R:3
C 1.1987 -1.6058 -0.0404 0.9473 0.2758 0.2873
C -0.3135 -1.6876 -0.0116 -0.5170 -0.0308 -0.6222
C -1.0247 -0.4609 -0.6412 1.7862 0.7066 -0.2598
C -0.6691 2.9388 1.2106 1.7357 0.0131 0.6782
C -0.7080 1.4835 0.8672 -0.8592 -0.0146 -0.2239
C -0.3931 0.8908 -0.2837 0.3253 -0.9268 0.6134
N 1.7742 -2.1677 -1.2964 -0.3228 1.0565 -0.0067
H 1.6997 -2.1036 0.7916 -0.4475 -0.5346 0.0428
H 1.5299 -0.5765 0.1356 -0.2224 0.1738 -0.2820
H -0.7101 -1.8528 0.9825 0.1033 -0.1222 0.2603
H -0.5667 -2.5417 -0.6506 -0.2155 -0.2041 0.4477
H -2.0811 -0.3481 -0.4232 -0.1307 -0.6114 -0.0185
H -0.8685 -0.5384 -1.7244 -0.5119 -0.0546 0.0210
H 0.3007 3.3578 0.9222 -0.1667 0.2203 -0.3239
H -0.7039 3.1208 2.2865 -0.2342 -0.1824 0.0200
H -1.4613 3.5138 0.7529 -0.2305 -0.0286 -0.2444
H -1.2102 0.8361 1.5857 -0.5996 0.2080 -0.1448
H 0.4241 1.2039 -0.9301 -0.5667 0.7579 -0.2759
H 1.1709 -1.8454 -2.0542 -0.0697 -0.2841 -0.0003
H 2.6121 -1.6169 -1.4792 0.1964 -0.4177 0.0314
```
Positions in Å, forces in eV/Å.

---

Record 2
Molecular formula: C6H13N
Method: DFT, the ωB97M-V functional and the def2-TZVPD basis

- Maximum force: 2.35 eV/Å
- Gap between HOMO and LUMO: 8.98 eV
- Energy above the lowest of the compared OMol25 structures with the same formula, charge and spin: 30.5 kcal/mol
- Structure (SMILES): CC/C=C/NCC

```
20
Properties=species:S:1:pos:R:3:forces:R:3
C -0.9724 -3.2712 -1.1764 -0.9800 1.5654 -0.9171
C -1.3341 -1.7332 -1.3013 0.4716 -0.9678 0.8490
C -0.1518 -0.8866 -0.9052 -1.4537 0.6617 -0.7241
C -0.2668 0.2182 -0.1571 1.7176 -0.7045 0.2053
N 0.7762 1.1187 0.0624 0.0627 1.0228 1.9049
C 0.9280 1.6419 1.4854 -0.5819 -0.1746 -2.2724
C 1.0452 3.1594 1.4481 0.7503 1.0492 1.0052
H -1.8605 -3.7525 -0.7745 0.2254 -0.4484 0.0549
H -0.1106 -3.3953 -0.5343 0.0824 -0.2329 0.0475
H -0.8030 -3.6194 -2.1946 0.3061 -0.4806 0.2211
H -1.6443 -1.4673 -2.3142 -0.0341 -0.2374 -0.0384
H -2.1987 -1.5850 -0.6497 0.1266 0.4646 0.0076
H 0.7059 -1.0524 -1.5518 0.3571 0.0894 0.4148
H -1.1265 0.4719 0.4504 -0.3384 -0.2078 -0.2951
H 1.7039 0.8828 -0.2095 0.2261 -0.6843 -0.9734
H 1.8241 1.2535 1.9685 -0.0209 -0.3838 -0.1687
H 0.0648 1.1908 1.9705 -0.0090 0.7012 0.6487
H 1.9207 3.4516 2.0477 -0.4343 0.0240 0.3926
H 1.3151 3.6609 0.5157 -0.3529 -0.8722 -0.5045
H 0.1848 3.7132 1.8198 -0.1206 -0.1840 0.1421
```
Positions in Å, forces in eV/Å.

---

Record 3
Molecular formula: C6H13N
Method: DFT, the ωB97M-V functional and the def2-TZVPD basis

- Maximum force: 3.68 eV/Å
- Gap between HOMO and LUMO: 3.77 eV
- Energy above the lowest of the compared OMol25 structures with the same formula, charge and spin: 189.3 kcal/mol

```
20
Properties=species:S:1:pos:R:3:forces:R:3
C 1.7551 -0.3934 -1.3633 -1.0709 0.5586 0.5111
C 2.2759 -0.0404 0.0439 -0.1518 -2.0968 1.6936
C 1.3688 0.7828 0.9970 0.4003 1.8474 -0.3624
C -0.0126 0.1579 1.1915 0.6169 -0.1647 -0.3887
N -3.3908 0.2931 -0.6671 -1.3906 -2.4462 0.2898
C -2.3579 -0.2252 0.2414 -2.0871 -1.3352 -1.2708
C -1.1976 0.4542 0.4211 3.6355 0.1086 -0.5281
H 1.4076 -1.4659 -1.4439 0.1496 1.1926 0.0912
H 2.5798 -0.2653 -2.1096 -1.0559 0.1735 0.3920
H 0.8435 0.3303 -1.4603 1.6421 -1.4039 -0.7940
H 3.2418 0.3855 0.0064 1.0718 1.0010 -0.3416
H 2.5166 -0.9664 0.6780 -0.5494 0.7516 -1.0921
H 2.0168 0.8831 1.9643 -1.6113 -0.2457 -1.3608
H 1.2801 1.8983 0.6175 0.0989 -1.9323 0.4330
H -0.7146 -1.5015 -0.2664 -0.7904 3.0119 1.3760
H -0.0899 -0.3117 2.1386 -0.5589 -0.6458 0.7243
H -4.3184 -0.0361 -0.2352 1.5680 1.1090 -0.6297
H -3.3895 -0.3766 -1.4769 0.1454 1.1600 0.4971
H -2.7066 -0.9261 0.9524 -0.1019 -0.7513 0.9151
H -1.1081 1.3236 -0.2292 0.0396 0.1077 -0.1550
```
Positions in Å, forces in eV/Å.

---

Record 4
Molecular formula: C6H13N
Method: DFT, the ωB97M-V functional and the def2-TZVPD basis

- Maximum force: 2.61 eV/Å
- Gap between HOMO and LUMO (alpha / beta): 7.54 / 8.30 eV
- Energy above the lowest of the compared OMol25 structures with the same formula, charge and spin: 152.4 kcal/mol

```
20
Properties=species:S:1:pos:R:3:forces:R:3
C -0.3175 -0.4623 0.3565 -2.4564 0.1305 -0.8834
C 1.7666 0.7374 0.8225 0.5524 0.9917 0.0178
C 0.1361 -1.5280 -0.5894 -0.0542 -0.0108 0.0163
C 2.6005 0.9370 -0.4051 0.1278 0.0220 -0.0389
N -0.3375 0.8344 0.1553 1.8379 -0.0761 0.7938
C -2.4730 -0.1187 -0.3529 -0.3309 -0.8361 0.3156
C -3.3519 0.1641 0.5915 0.1869 -0.0935 0.0016
H -0.1799 1.0472 -0.8312 0.1549 -0.0883 0.0118
H -0.4762 -0.7799 1.3858 -0.0609 0.0241 -0.0471
H 1.9905 -0.1464 1.4147 -0.2908 -0.1653 -0.1153
H 1.5962 1.6076 1.4446 0.0758 0.0090 -0.0341
H -2.7383 -0.3949 -1.3737 0.1071 -0.0856 0.0348
H -0.6079 -2.3272 -0.6177 0.0865 0.0317 0.0098
H 0.2758 -1.1383 -1.5983 -0.0053 0.0132 0.0406
H 1.0760 -1.9625 -0.2368 0.0227 0.0385 -0.0181
H 2.2587 1.7937 -0.9919 0.0066 -0.0538 0.0391
H 3.6542 1.1309 -0.1547 -0.0853 -0.0236 -0.0179
H 2.5950 0.0566 -1.0547 -0.0239 0.0525 0.0199
H -4.4323 0.0767 0.4490 0.1375 0.2254 -0.1196
H -3.0351 0.4724 1.5865 0.0116 -0.1054 -0.0267
```
Positions in Å, forces in eV/Å.

---

Record 5
Molecular formula: C6H13N
Method: DFT, the ωB97M-V functional and the def2-TZVPD basis

- Maximum force: 18.71 eV/Å
- Gap between HOMO and LUMO (alpha / beta): 6.85 / 6.51 eV
- Multiplicity: 2
- Total charge: +1
- Energy above the lowest of the compared OMol25 structures with the same formula, charge and spin: 196.6 kcal/mol

```
20
Properties=species:S:1:pos:R:3:forces:R:3
C 1.2840 1.3621 -0.9561 -0.4109 -2.9219 -5.3145
C 0.7140 0.1002 -1.7450 -2.5823 0.1277 -0.2864
C 0.5652 -1.2014 -0.9517 -1.0775 -1.5544 1.1971
N -1.8004 -0.0047 1.7894 1.3486 -1.5003 1.5899
C -0.9151 0.2151 0.7470 1.9949 0.7423 -1.4843
C -0.5787 -1.1637 0.1318 -1.7941 -0.6084 -1.1770
C 0.6294 0.6926 1.0562 -10.2301 -1.4222 15.6063
H -0.3958 -1.9099 0.9321 0.0238 0.6496 -0.2643
H 2.3421 1.3387 -1.0635 1.1487 0.0465 1.6156
H 0.9030 2.2518 -1.4820 -0.7276 0.4215 2.0293
H -0.4546 0.3979 -2.1012 3.4910 -0.8461 0.5955
H 1.3318 -0.3867 -2.6054 -0.4973 2.2540 0.9919
H 1.5047 -1.7491 -0.5914 -1.0106 1.3332 -0.4661
H 0.0766 -1.9196 -1.6233 0.7842 0.1381 -0.3292
H -2.5833 0.5488 2.0660 -0.3883 1.1983 -0.6726
H -1.2149 0.9908 0.0187 -0.3554 -0.4701 -0.1103
H -1.5488 -1.5058 -0.3681 1.2883 0.2427 0.5828
H 1.1099 -0.1951 1.3989 0.9656 -0.6542 0.2461
H 0.5912 1.3606 1.9236 0.7605 0.6961 -1.0433
H 1.0354 0.7738 0.2831 7.2687 2.1277 -13.3062
```
Positions in Å, forces in eV/Å.

---

Record 6
Molecular formula: C6H13N2
Method: DFT, the ωB97M-V functional and the def2-TZVPD basis

- Maximum force: 3.44 eV/Å
- Gap between HOMO and LUMO: 9.20 eV
- Total charge: +1
- Energy above the lowest of the compared OMol25 structures with the same formula, charge and spin: 73.8 kcal/mol

```
21
Properties=species:S:1:pos:R:3:forces:R:3
C 2.0060 0.5138 -0.4135 -1.4431 1.7093 1.0177
C 3.0459 0.1418 -1.0470 2.1499 -1.8034 -0.7464
C 0.1860 1.8459 0.9222 2.6586 -0.1644 -1.6144
C 0.8040 0.7448 0.1310 -0.0319 0.1986 0.0082
C 4.0535 -0.8995 -0.4881 0.0834 2.6748 0.4625
C -2.3067 -1.0472 -1.1804 -1.6201 -1.5742 -0.4299
N -1.0764 1.8209 1.1570 0.7197 0.8817 0.2127
N -2.5178 -0.2811 0.1635 0.0991 -1.0475 -1.6159
H 3.3708 0.4924 -2.0237 -0.6586 0.4338 0.0251
H 0.8764 2.7037 1.0844 -0.9293 -0.4701 0.5724
H 0.1601 -0.0305 -0.2160 -1.1054 -0.3407 0.0989
H 4.4996 -1.6031 -1.1594 -0.0585 -0.0423 -0.7660
H 3.5823 -1.3939 0.3014 -0.5691 -1.0311 1.2737
H 4.8286 -0.2468 -0.0371 -0.0023 -0.6780 -0.2707
H -1.9035 -2.1956 -1.3217 -0.7440 3.0472 1.4029
H -3.3691 -1.0962 -1.5787 1.4762 -0.1921 -0.0662
H -1.7328 -0.4090 -1.8437 0.1363 -0.0193 -0.0133
H -1.4994 0.9750 0.6914 -1.4512 -0.2544 0.4580
H -1.5971 2.5960 1.6201 0.7001 -1.0016 -0.6059
H -2.6560 -0.9471 0.9243 -0.2455 0.2028 -0.2147
H -3.4185 0.1976 -0.0438 0.8357 -0.5291 0.8115
```
Positions in Å, forces in eV/Å.